1.
A single C20H17BrO4 molecule. Source: the OMol25 dataset; level of theory: wB97M-V/def2-TZVPD.

Output
SMILES   COc1cc(OC)cc(C(=O)/C=C/C2=Cc3cc(Br)ccc3OC2)c1
Frontier orbital gap   7.53 eV
HOMO   -8.21 eV

Last column: Mulliken charge in e.
CARTESIAN COORDINATES (ANGSTROEM)
C 3.544 3.960 -0.704  -0.812
O 2.241 4.308 -0.163  -0.452
C 1.559 3.398 0.682  0.587
C 0.664 3.902 1.544  -0.783
C 0.197 3.003 2.522  0.427
O -0.620 3.461 3.573  -0.472
C 0.214 3.722 4.725  -0.791
C 0.523 1.714 2.629  -0.407
C 1.373 1.198 1.665  0.262
C 1.740 -0.220 1.548  -0.100
O 2.934 -0.456 1.456  -0.575
C 0.814 -1.113 0.949  -0.653
C -0.204 -0.586 0.215  -0.094
C -0.955 -1.381 -0.881  0.564
C -0.909 -2.735 -0.825  -0.658
C -1.531 -3.536 -1.898  0.928
C -1.512 -4.936 -1.858  0.044
C -2.149 -5.777 -2.708  -0.396
Br -2.347 -7.706 -2.743  -0.200
C -3.009 -5.146 -3.651  -0.346
C -3.113 -3.705 -3.691  -0.771
C -2.274 -2.858 -2.895  -0.066
O -2.480 -1.497 -2.774  -0.453
C -1.581 -0.653 -2.006  -0.524
C 1.925 1.991 0.660  -0.528
H 3.461 3.224 -1.485  0.325
H 4.235 3.643 0.067  0.365
H 3.889 4.835 -1.290  0.258
H 0.350 4.937 1.671  0.495
H -0.459 4.098 5.510  0.288
H 0.632 2.809 5.119  0.312
H 1.098 4.398 4.544  0.286
H 0.275 1.098 3.473  0.525
H 1.133 -2.121 0.939  0.393
H -0.404 0.532 0.156  0.191
H -0.386 -3.167 -0.013  0.412
H -0.997 -5.441 -1.000  0.302
H -3.723 -5.671 -4.278  0.370
H -3.757 -3.239 -4.409  0.403
H -2.173 0.179 -1.673  0.396
H -0.865 -0.199 -2.734  0.220
H 2.645 1.731 0.031  0.729


2.
A single CH5BrP2 molecule. Source: the OMol25 dataset; level of theory: wB97M-V/def2-TZVPD.

Output
SMILES   C[PH]#[PH]Br
Frontier orbital gap   9.44 eV
HOMO   -8.85 eV

Last column: Mulliken charge in e.
CARTESIAN COORDINATES (ANGSTROEM)
C -1.119 -0.998 0.261  -0.934
P -0.168 0.268 -1.031  0.037
P 1.246 0.954 0.418  -0.046
Br 2.991 -0.295 -0.076  -0.166
H -0.925 -0.387 1.142  0.328
H -0.658 -1.986 0.226  0.284
H -2.128 -1.214 -0.099  0.313
H -0.966 1.319 -0.498  0.075
H 1.727 2.339 -0.343  0.109


3.
2 unconnected molecules or ions with the total composition C2H6O2. Source: the OMol25 dataset; level of theory: wB97M-V/def2-TZVPD.

Output
SMILES   C=O.CO
Frontier orbital gap   11.11 eV
HOMO   -10.23 eV

Last column: Mulliken charge in e.
CARTESIAN COORDINATES (ANGSTROEM)
C 0.453 -2.386 0.695  -0.071
O 0.801 -1.418 1.305  -0.357
H 0.481 -3.413 1.104  0.258
H 0.118 -2.304 -0.354  0.173
C -0.057 1.328 -0.393  -0.337
O -1.378 1.841 -0.499  -0.519
H 0.293 1.380 0.639  0.230
H -0.039 0.321 -0.798  0.062
H 0.664 1.860 -1.034  0.261
H -1.337 2.792 -0.665  0.301


4.
A molecular structure, C44H38BrCrF4N4OP2S. Source: the OMol25 dataset; level of theory: wB97M-V/def2-TZVPD.

Output
Frontier orbital gap (alpha / beta)   7.48 / 7.64 eV
Total charge   +2
Spin multiplicity   4
HOMO (alpha / beta)   -12.60 / -12.72 eV

Last column: Löwdin spin population.
CARTESIAN COORDINATES (ANGSTROEM)
Cr -0.071 -0.305 -0.282  3.090
F -4.940 -2.750 4.480  0.000
C -3.778 -2.500 3.900  0.000
C -2.613 -3.073 4.379  0.000
F -2.655 -3.886 5.424  0.000
C -1.400 -2.797 3.759  -0.001
F -0.342 -3.435 4.264  0.000
C -1.282 -1.933 2.672  -0.003
P 0.349 -1.508 1.913  -0.004
C 1.279 -0.514 3.133  -0.001
C 2.046 0.555 2.673  0.000
C 2.831 1.290 3.550  0.000
C 2.847 0.981 4.900  0.000
C 2.089 -0.084 5.369  0.000
C 1.324 -0.835 4.494  -0.001
C 1.172 -3.122 1.854  0.001
C 0.476 -4.216 1.342  -0.001
C 1.082 -5.458 1.286  0.000
C 2.396 -5.610 1.715  -0.001
C 3.095 -4.522 2.211  0.000
C 2.483 -3.277 2.288  -0.001
C -2.491 -1.430 2.177  0.003
Br -2.630 -0.471 0.543  0.009
C -3.711 -1.684 2.779  0.000
F -4.841 -1.189 2.283  0.000
H 2.063 0.801 1.616  0.000
H 3.448 2.093 3.170  0.000
H 3.459 1.554 5.583  0.000
H 2.107 -0.346 6.417  0.000
H 0.785 -1.677 4.886  0.000
H -0.553 -4.105 1.012  0.000
H 0.531 -6.311 0.917  0.000
H 2.869 -6.580 1.673  0.000
H 4.114 -4.639 2.551  0.000
H 3.030 -2.435 2.693  0.000
C -1.967 0.011 -6.459  -0.003
C -1.011 -0.757 -5.803  0.000
C -0.635 -0.438 -4.509  -0.002
C -1.216 0.648 -3.851  -0.006
C -2.156 1.427 -4.523  -0.003
C -2.531 1.103 -5.821  0.000
P -0.583 1.118 -2.211  -0.027
C -1.642 2.494 -1.677  -0.004
C -1.146 3.764 -1.411  -0.003
C -1.998 4.760 -0.951  0.000
C -3.343 4.493 -0.749  -0.003
C -3.846 3.225 -1.016  0.000
C -2.999 2.233 -1.480  -0.002
C 1.076 1.742 -2.524  -0.002
C 1.348 2.678 -3.487  0.005
C 2.677 3.071 -3.736  -0.004
C 3.698 2.484 -3.043  0.004
C 3.450 1.483 -2.072  -0.004
C 4.513 0.818 -1.409  0.025
C 4.252 -0.192 -0.535  -0.006
C 2.914 -0.560 -0.251  0.017
C 1.849 0.084 -0.822  -0.108
C 2.116 1.111 -1.787  -0.004
H -2.257 -0.232 -7.471  0.000
H -0.544 -1.589 -6.310  0.000
H 0.142 -1.008 -4.019  0.000
H -2.605 2.285 -4.042  0.000
H -3.261 1.713 -6.333  0.000
H -0.097 3.980 -1.567  0.000
H -1.609 5.751 -0.761  0.000
H -4.004 5.273 -0.400  0.000
H -4.897 3.017 -0.878  0.000
H -3.407 1.256 -1.719  0.000
H 0.546 3.114 -4.071  0.000
H 2.884 3.817 -4.489  0.000
H 4.724 2.762 -3.247  0.000
H 5.531 1.108 -1.630  0.001
H 5.063 -0.718 -0.051  -0.001
H 2.764 -1.386 0.436  0.000
N -2.530 -1.749 -2.403  0.004
N -2.034 -3.065 -2.445  0.004
C -0.779 -3.366 -2.112  0.004
N -0.394 -4.634 -2.288  0.003
S 0.431 -2.282 -1.564  -0.010
H -3.455 -1.757 -1.980  0.000
H -2.584 -1.368 -3.347  0.000
H -2.620 -3.795 -2.846  0.000
H -0.969 -5.321 -2.750  0.000
H 0.554 -4.886 -2.053  0.000
C 0.739 3.958 1.440  0.001
N -0.234 3.157 2.170  0.008
C -0.750 3.702 3.419  0.001
C -0.583 1.967 1.752  0.005
O -0.146 1.470 0.691  0.018
H 0.433 5.001 1.483  0.000
H 0.784 3.627 0.404  0.000
H 1.720 3.854 1.903  0.000
H -1.325 4.605 3.219  0.000
H 0.081 3.942 4.082  0.000
H -1.389 2.968 3.905  0.000
H -1.314 1.444 2.379  0.000


Going through the records in order, we get relative energy (zero: lowest compared OMol25 entry of this formula, charge and spin) values of 138.8 54.8 146.7 26.5 kJ/mol.